Here is 17 unconnected molecules or ions with the total composition C42H113Cl2NO18 at a distorted geometry from the Open Molecules 2025 dataset. Energies are from wB97M-V/def2-TZVPD.

Values from the calculation:
electronic energy = -3997.01880 Eh
largest force on an atom = 3.1 eV/Å
charge = 0

Structure (XYZ):
```
176
Properties=species:S:1:pos:R:3:lowdin_charge:R:1
C -1.83 1.85 -5.63 0.11
C -1.49 2.28 -4.55 -0.06
C -0.99 2.91 -3.21 -0.32
C -1.27 4.47 -3.33 -0.17
C -2.21 5.03 -2.17 -0.10
O 0.39 2.51 -3.11 -0.15
C 1.08 2.99 -1.97 -0.81
N 1.80 4.27 -2.19 0.08
Cl 0.12 3.10 -0.44 0.79
C 2.26 1.92 -1.69 -0.64
Cl 1.49 0.27 -1.82 0.64
O 2.76 2.12 -0.38 -0.25
C 4.00 2.86 -0.38 -0.18
C 4.06 3.78 0.90 -0.17
C 4.19 5.33 0.58 -0.19
C 3.55 6.09 1.83 -0.20
C 1.99 6.15 1.63 -0.22
C 1.19 6.50 2.96 -0.20
C -0.27 5.86 2.94 -0.21
C -0.40 4.59 3.89 -0.20
C -1.53 3.59 3.45 -0.20
C -1.27 2.09 3.90 -0.22
C -2.16 1.14 3.00 -0.19
C -1.29 0.77 1.70 -0.21
C -1.32 -0.77 1.36 -0.21
C -0.10 -1.60 1.92 -0.19
C 0.11 -1.51 3.48 -0.17
C 1.68 -1.53 3.83 -0.20
C 2.31 -0.09 3.82 -0.20
C 2.68 0.47 2.39 -0.24
C 3.76 -0.43 1.63 -0.10
H -1.80 1.31 -6.61 0.03
H -1.66 2.44 -2.44 0.13
H -1.86 4.65 -4.27 0.12
H -0.35 5.11 -3.42 0.08
H -2.37 6.12 -2.45 0.06
H -3.22 4.57 -2.17 0.08
H -1.71 5.05 -1.18 0.04
H 1.84 4.36 -3.22 0.10
H 1.22 5.06 -1.89 0.06
H 3.04 2.10 -2.47 0.13
H 4.13 3.53 -1.27 0.11
H 4.85 2.12 -0.37 0.13
H 4.84 3.48 1.64 0.12
H 3.06 3.65 1.42 0.10
H 3.61 5.64 -0.33 0.09
H 5.26 5.64 0.40 0.11
H 4.04 7.10 2.02 0.09
H 3.74 5.41 2.71 0.11
H 1.59 5.16 1.28 0.08
H 1.74 6.91 0.84 0.11
H 1.15 7.61 3.03 0.10
H 1.81 6.10 3.82 0.11
H -0.95 6.65 3.37 0.10
H -0.60 5.66 1.89 0.09
H -0.69 4.99 4.91 0.11
H 0.62 4.13 4.00 0.10
H -2.50 3.93 3.91 0.12
H -1.59 3.60 2.33 0.10
H -0.17 1.88 3.77 0.08
H -1.47 1.98 5.01 0.12
H -2.31 0.17 3.55 0.10
H -3.16 1.57 2.74 0.10
H -1.80 1.31 0.84 0.07
H -0.26 1.20 1.76 0.07
H -1.27 -0.85 0.23 0.10
H -2.30 -1.25 1.65 0.10
H -0.33 -2.69 1.69 0.10
H 0.87 -1.38 1.38 0.10
H -0.35 -2.40 3.99 0.11
H -0.28 -0.56 3.94 0.09
H 2.23 -2.29 3.21 0.08
H 1.75 -1.89 4.90 0.10
H 1.56 0.61 4.30 0.09
H 3.24 -0.01 4.45 0.11
H 3.07 1.53 2.45 0.09
H 1.80 0.52 1.69 0.07
H 4.80 -0.20 1.99 0.07
H 3.49 -1.51 1.72 0.06
H 3.64 -0.17 0.53 0.05
C 6.13 8.59 3.38 -0.16
O 4.76 8.88 3.62 -0.14
H 6.19 7.73 2.70 0.07
H 6.62 9.45 2.92 0.08
H 6.63 8.34 4.32 0.08
H 4.74 9.63 4.22 0.08
C -2.07 -0.40 -9.42 -0.13
O -2.36 -0.13 -8.06 -0.16
H -2.12 0.53 -9.98 0.08
H -1.06 -0.82 -9.52 0.05
H -2.80 -1.11 -9.83 0.08
H -2.30 -0.97 -7.58 0.04
C 3.43 -5.72 3.17 -0.15
O 2.72 -4.50 3.31 -0.14
H 4.47 -5.56 3.47 0.08
H 2.98 -6.48 3.81 0.06
H 3.40 -6.05 2.13 0.06
H 1.81 -4.67 3.04 0.07
C -0.64 -3.66 -5.98 -0.14
O -1.10 -2.32 -6.02 -0.14
H -1.31 -4.28 -6.57 0.09
H 0.37 -3.72 -6.40 0.07
H -0.62 -4.02 -4.95 0.08
H -0.49 -1.79 -5.49 0.08
C 4.22 -5.58 -0.75 -0.16
O 3.29 -6.64 -0.52 -0.14
H 3.69 -4.63 -0.70 0.08
H 5.00 -5.61 0.01 0.07
H 4.66 -5.69 -1.74 0.07
H 3.78 -7.46 -0.57 0.08
C 0.74 8.18 -3.38 -0.14
O 1.00 7.05 -4.20 -0.13
H 0.34 8.98 -4.00 0.08
H 0.01 7.92 -2.61 0.07
H 1.67 8.52 -2.91 0.08
H 1.35 6.36 -3.63 0.03
C -4.51 0.56 -0.12 -0.16
O -4.92 0.76 1.22 -0.14
H -4.51 1.52 -0.63 0.08
H -3.51 0.13 -0.15 0.06
H -5.22 -0.11 -0.62 0.07
H -4.91 -0.11 1.65 0.07
C -4.09 -3.83 0.66 -0.14
O -4.83 -2.62 0.77 -0.13
H -3.06 -3.64 0.95 0.07
H -4.52 -4.59 1.31 0.08
H -4.11 -4.18 -0.38 0.08
H -5.74 -2.81 0.51 0.08
C 0.73 -8.54 3.55 -0.14
O 0.83 -7.13 3.34 -0.15
H 1.08 -8.76 4.56 0.08
H -0.31 -8.86 3.46 0.08
H 1.35 -9.07 2.83 0.07
H 0.51 -6.96 2.44 0.08
C -4.55 8.50 -3.61 -0.16
O -4.87 8.75 -2.25 -0.13
H -4.59 9.44 -4.16 0.08
H -3.54 8.08 -3.69 0.06
H -5.28 7.80 -4.04 0.08
H -4.83 7.90 -1.79 0.07
C -8.28 0.51 1.14 -0.16
O -8.68 -0.78 1.60 -0.13
H -7.45 0.39 0.45 0.06
H -9.12 0.99 0.63 0.08
H -7.95 1.12 1.99 0.08
H -9.41 -0.65 2.22 0.07
C -4.33 -2.16 -5.29 -0.15
O -5.50 -2.95 -5.43 -0.13
H -3.51 -2.80 -4.98 0.07
H -4.09 -1.70 -6.26 0.07
H -4.49 -1.38 -4.54 0.08
H -6.22 -2.37 -5.70 0.07
C 1.66 -1.39 -8.19 -0.14
O 0.85 -1.85 -9.26 -0.14
H 1.96 -0.36 -8.40 0.08
H 1.10 -1.42 -7.26 0.06
H 2.56 -2.02 -8.11 0.08
H 0.59 -2.76 -9.06 0.08
C 2.47 -12.30 4.38 -0.15
O 1.90 -11.56 3.30 -0.14
H 3.43 -11.87 4.63 0.08
H 1.81 -12.25 5.25 0.08
H 2.61 -13.34 4.07 0.08
H 1.04 -11.95 3.10 0.06
C -0.63 -11.49 0.12 -0.15
O -1.04 -11.30 1.47 -0.13
H -0.61 -10.52 -0.38 0.08
H 0.36 -11.93 0.08 0.08
H -1.35 -12.14 -0.40 0.08
H -1.05 -12.17 1.89 0.07
C 1.48 -5.04 6.36 -0.16
O 1.08 -4.85 7.71 -0.13
H 1.50 -4.07 5.86 0.06
H 2.48 -5.48 6.32 0.08
H 0.77 -5.69 5.85 0.07
H 1.07 -5.71 8.13 0.07
```